Record 1
{
  "formula": "C35H40ClGeN6O2Pt",
  "method": "ωB97M-V/def2-TZVPD",
  "e_above_lowest_kcal_mol": 91.6,
  "charge": 4,
  "orbital_gap_ev": [7.274, 4.027],
  "spin_multiplicity": 6,
  "s2": 8.807,
  "energy_ev": -122220.762,
  "lumo_ev": [-10.15, -13.97],
  "elements": ["Pt", "N", "C", "C", "C", "N", "C", "C", "N", "C", "H", "H", "H", "H", "H", "H", "H", "H", "H", "H", "H", "H", "H", "H", "H", "H", "Cl", "C", "C", "C", "C", "N", "C", "H", "H", "H", "H", "N", "C", "C", "C", "C", "N", "C", "C", "H", "H", "H", "H", "O", "C", "O", "H", "C", "Ge", "C", "C", "C", "C", "C", "C", "C", "C", "C", "C", "C", "C", "C", "C", "C", "C", "H", "H", "H", "H", "H", "H", "H", "H", "H", "H", "H", "H", "H", "H", "H"],
  "coordinates": [[-1.7663, -0.4897, -0.2964], [0.4579, -4.0559, 1.9356], [-0.5148, -2.8926, 1.8612], [-1.9085, -3.3795, 2.2363], [-2.9142, -2.2328, 2.3796], [-3.2868, -1.6202, 1.0716], [-2.3870, -1.1683, 3.3329], [-1.0108, -0.6435, 2.9364], [-1.1137, 0.2034, 1.7103], [-0.0098, -1.7875, 2.7812], [0.2320, -4.7970, 1.2653], [0.4434, -4.4849, 2.8681], [1.4209, -3.7517, 1.7598], [-0.4925, -2.5611, 0.8186], [-1.8692, -3.8634, 3.2178], [-2.2692, -4.1286, 1.5262], [-3.8231, -2.6652, 2.8050], [-3.9867, -0.9021, 1.2573], [-3.7557, -2.3131, 0.4934], [-2.3120, -1.6073, 4.3298], [-3.1021, -0.3467, 3.4261], [-0.6418, 0.0012, 3.7380], [-0.2118, 0.6526, 1.5352], [-1.7703, 0.9547, 1.9194], [0.1406, -2.1950, 3.7864], [0.9564, -1.4100, 2.4351], [-0.6535, -5.1668, -3.4576], [-1.8662, -4.0935, -2.9064], [-3.2018, -4.2653, -3.2453], [-4.1253, -3.3492, -2.7638], [-3.6926, -2.3031, -1.9702], [-2.3996, -2.1426, -1.6458], [-1.5024, -3.0186, -2.1092], [-3.5064, -5.0924, -3.8739], [-5.1743, -3.4410, -3.0106], [-4.3923, -1.5666, -1.5945], [-0.4629, -2.8470, -1.8661], [-0.6609, -0.6553, -7.1786], [-0.8697, -0.4543, -6.0607], [-1.0973, -0.2125, -4.6889], [-2.4714, 0.0978, -4.3389], [-2.9655, 0.4304, -3.1367], [-2.0630, 0.6587, -2.0679], [0.5671, -0.0027, -2.7275], [0.0488, -0.5488, -3.8384], [-3.1901, -0.0253, -5.1414], [-4.0240, 0.5243, -2.9344], [1.4554, -0.4499, -2.2951], [0.6133, -1.3868, -4.2419], [-1.1954, 1.6009, -2.4683], [0.1750, 1.3016, -2.1124], [0.3073, 1.3183, -0.7385], [0.7103, 2.1230, -2.6033], [-0.7290, 3.9673, 0.2726], [0.8569, 2.8775, 0.1373], [2.2198, 3.7824, -0.9668], [3.6075, 3.6588, -0.6731], [4.6178, 4.3953, -1.3727], [4.2593, 5.2867, -2.3429], [2.8917, 5.4397, -2.6412], [1.8781, 4.6884, -1.9354], [1.5452, 2.2096, 1.7964], [1.2028, 2.9384, 2.9165], [1.6548, 2.5722, 4.2027], [2.4436, 1.4702, 4.3495], [2.8310, 0.6904, 3.2283], [3.6723, -0.4410, 3.3881], [4.0999, -1.1561, 2.3060], [3.7009, -0.7698, 1.0054], [2.8690, 0.3018, 0.8238], [2.4004, 1.0645, 1.9281], [-0.4760, 5.0245, 0.1886], [-1.2096, 3.8219, 1.2390], [-1.4314, 3.7190, -0.5224], [3.9243, 3.0042, 0.1326], [5.6570, 4.2521, -1.1057], [4.9984, 5.8763, -2.8692], [2.5884, 6.1328, -3.4174], [0.8427, 4.8804, -2.1933], [0.5872, 3.8269, 2.8279], [1.3814, 3.1708, 5.0611], [2.8060, 1.1879, 5.3307], [3.9923, -0.7157, 4.3858], [4.7769, -1.9901, 2.4379], [4.0866, -1.3080, 0.1484], [2.5866, 0.5913, -0.1809]],
  "lowdin_spin": [1.397, 0.001, 0.008, 0.001, 0.016, 0.157, 0.001, 0.012, 0.078, 0.001, 0.000, 0.000, 0.000, 0.007, 0.000, 0.000, 0.007, 0.000, 0.001, 0.000, 0.000, 0.003, 0.004, 0.003, 0.000, 0.000, 0.003, 0.006, -0.005, 0.005, 0.006, 0.114, 0.009, 0.000, 0.001, 0.001, 0.002, 0.204, 0.036, 0.342, 0.084, 0.236, 0.715, 0.143, 0.016, 0.001, 0.016, 0.007, 0.005, 0.247, 0.038, 0.058, 0.005, 0.000, 0.001, 0.047, 0.312, 0.110, 0.036, 0.313, 0.151, 0.002, 0.002, 0.000, 0.002, 0.000, 0.002, 0.000, 0.001, 0.001, 0.000, 0.000, 0.000, 0.000, 0.013, 0.002, -0.002, 0.012, 0.004, 0.000, 0.000, 0.000, 0.000, 0.000, 0.000, 0.000]
}

***

Record 2
{
  "formula": "C36H101F3N15O14",
  "method": "ωB97M-V/def2-TZVPD",
  "orbital_gap_ev": [9.115, 4.533],
  "spin_multiplicity": 2,
  "s2": 0.755,
  "energy_ev": -98129.981,
  "lumo_ev": [-0.09, -4.68],
  "elements": ["C", "O", "O", "C", "F", "F", "F", "C", "C", "H", "H", "H", "H", "H", "H", "C", "O", "N", "N", "H", "H", "H", "H", "C", "O", "N", "N", "H", "H", "H", "H", "C", "O", "N", "N", "H", "H", "H", "H", "C", "O", "N", "N", "H", "H", "H", "H", "C", "C", "C", "O", "C", "N", "H", "H", "H", "H", "H", "H", "H", "H", "H", "H", "H", "C", "C", "C", "O", "C", "N", "H", "H", "H", "H", "H", "H", "H", "H", "H", "H", "H", "C", "C", "C", "O", "C", "N", "H", "H", "H", "H", "H", "H", "H", "H", "H", "H", "H", "C", "C", "C", "O", "C", "N", "H", "H", "H", "H", "H", "H", "H", "H", "H", "H", "H", "C", "C", "C", "O", "C", "N", "H", "H", "H", "H", "H", "H", "H", "H", "H", "H", "H", "C", "C", "C", "O", "C", "N", "H", "H", "H", "H", "H", "H", "H", "H", "H", "H", "H", "C", "C", "C", "O", "C", "N", "H", "H", "H", "H", "H", "H", "H", "H", "H", "H", "H", "O", "H", "H"],
  "coordinates": [[-0.9197, -0.4101, -0.9256], [-1.5222, -1.0605, 0.1860], [-1.8000, 0.6996, -1.0684], [0.6871, -0.2212, -0.7171], [1.0935, 0.6825, -1.6046], [1.0420, 0.2503, 0.5104], [1.4254, -1.3678, -0.8859], [-1.2888, -2.4542, 0.4022], [-2.0730, -2.8980, 1.7183], [-2.0951, -3.9576, 1.9732], [-1.7385, -2.3962, 2.6262], [-3.1243, -2.7187, 1.4927], [-0.2513, -2.6508, 0.6722], [-1.6631, -3.0315, -0.4432], [-0.9975, -1.1430, -1.7286], [0.5111, 3.8626, 0.5733], [1.2136, 4.6416, 1.1830], [0.5502, 3.6343, -0.6550], [-0.3825, 3.1230, 1.0922], [0.9851, 4.4147, -1.1260], [-0.1473, 3.0726, -1.1221], [-0.4544, 3.3442, 2.0751], [-0.8566, 2.4826, 0.4715], [-4.5628, 1.0077, 1.3652], [-5.6108, 1.5075, 1.6487], [-4.4230, -0.2862, 1.2326], [-3.4387, 1.6135, 1.2028], [-5.0880, -0.9584, 1.5876], [-3.4566, -0.5790, 1.2133], [-2.6696, 1.1602, 0.7305], [-3.4667, 2.6217, 1.1478], [-4.2814, -7.8974, 1.6938], [-5.3986, -7.3921, 1.6515], [-3.9840, -9.0250, 1.1491], [-3.2071, -7.2253, 2.0469], [-3.0948, -9.4547, 1.3606], [-4.7399, -9.5682, 0.7570], [-2.3336, -7.5191, 1.6337], [-3.3001, -6.4011, 2.6231], [-3.3521, -1.8121, 6.1624], [-4.3087, -2.5147, 6.4080], [-2.4427, -2.0622, 5.2775], [-3.1018, -0.7347, 6.7883], [-1.5848, -1.5308, 5.3197], [-2.5700, -2.9577, 4.8282], [-2.2785, -0.2777, 6.4229], [-3.4817, -0.4666, 7.6849], [-0.4681, 0.3712, 3.2803], [-0.4380, 1.0609, 4.6292], [-1.5494, 2.1584, 4.7341], [-1.1475, 3.1877, 3.8760], [-2.0327, 4.3012, 4.0238], [-0.4694, 0.0261, 5.6367], [-1.4491, -0.0282, 3.0226], [0.0888, -0.5617, 3.1932], [-0.1090, 1.0520, 2.5085], [0.5428, 1.5233, 4.7398], [-1.6127, 2.5915, 5.7324], [-2.5609, 1.7830, 4.5792], [-2.0858, 4.6741, 5.0466], [-3.0708, 3.9774, 3.9487], [-2.0060, 5.1859, 3.3876], [-0.1882, 0.4610, 6.5039], [0.3558, -0.5561, 5.6510], [-4.7988, 2.8278, -2.4942], [-3.7328, 4.0296, -2.5514], [-4.0787, 5.1553, -1.4874], [-3.2764, 6.3458, -1.4929], [-2.1113, 6.4794, -0.6677], [-2.4147, 3.5354, -2.3564], [-4.6144, 2.1368, -1.6717], [-4.7937, 2.1161, -3.3197], [-5.8154, 3.2205, -2.5146], [-3.5706, 4.5079, -3.5174], [-3.8735, 4.7049, -0.5163], [-5.1470, 5.3697, -1.5188], [-1.4716, 5.6149, -0.8456], [-2.3727, 6.4768, 0.3905], [-1.4219, 7.2794, -0.9376], [-2.3532, 3.5726, -1.3490], [-2.2974, 2.5399, -2.4798], [5.2625, 6.5555, 0.1208], [5.6917, 5.1543, -0.3145], [4.6233, 4.1065, 0.0979], [5.0857, 2.8494, -0.3170], [4.0791, 1.7533, -0.2863], [5.9018, 5.1968, -1.7176], [4.4303, 6.8701, -0.5090], [6.1262, 7.2043, -0.0246], [4.9152, 6.5618, 1.1540], [6.6404, 4.8549, 0.1311], [3.7495, 4.5014, -0.4204], [4.3892, 4.0446, 1.1607], [4.4326, 0.7668, -0.5863], [3.2983, 1.9913, -1.0087], [3.5807, 1.6323, 0.6755], [5.0855, 5.6610, -2.0894], [5.7725, 4.2750, -2.1095], [3.2509, 0.7000, 3.4210], [4.5745, 0.2547, 4.1050], [5.8770, 0.6454, 3.3850], [7.0926, -0.0015, 3.8720], [7.2643, -1.3433, 3.4898], [4.6013, 0.7483, 5.4952], [3.0935, 0.2068, 2.4618], [3.3992, 1.7693, 3.2705], [2.3891, 0.6262, 4.0843], [4.5195, -0.8234, 4.2559], [5.7654, 1.7228, 3.5064], [5.8597, 0.4683, 2.3096], [6.5414, -2.0379, 3.9177], [8.3063, -1.5983, 3.6830], [7.1707, -1.5052, 2.4160], [5.4234, 0.4409, 5.9949], [4.6691, 1.7479, 5.6228], [1.4726, -2.9924, -3.7383], [1.4801, -1.6587, -4.5317], [2.7644, -0.9299, -4.4368], [2.8124, 0.2490, -5.2178], [2.1719, 1.3498, -4.6149], [1.1441, -1.7562, -5.9830], [1.6061, -3.0088, -2.6566], [2.1768, -3.7074, -4.1637], [0.5303, -3.4373, -4.0582], [0.7622, -0.9626, -4.0978], [3.5544, -1.6053, -4.7651], [3.0143, -0.7082, -3.3993], [2.6769, 1.7389, -3.7308], [1.1499, 1.1082, -4.3229], [2.1386, 2.2134, -5.2791], [1.6430, -2.5134, -6.4277], [1.6654, -0.9257, -6.2256], [1.3293, -5.2121, 2.5239], [1.0529, -6.3392, 1.4487], [0.8582, -5.6319, 0.1322], [0.5375, -6.5133, -0.9512], [-0.8068, -7.0984, -0.9979], [2.1201, -7.2528, 1.4227], [2.2918, -4.7237, 2.3718], [1.3608, -5.4832, 3.5792], [0.5496, -4.4566, 2.4262], [0.1667, -6.8557, 1.8175], [1.7981, -5.3081, -0.3148], [0.1700, -4.8038, 0.3020], [-0.8992, -7.9786, -0.3615], [-1.0460, -7.3202, -2.0379], [-1.5344, -6.3818, -0.6167], [2.9429, -6.7522, 1.1183], [1.8573, -7.8908, 0.6852], [-1.9687, 0.1589, -4.6447], [-2.4579, -0.4838, -5.9546], [-1.9875, 0.1900, -7.3073], [-2.1651, 1.5328, -7.0983], [-1.6327, 2.4736, -8.0319], [-1.9407, -1.9065, -5.9045], [-1.9346, -0.6054, -3.8682], [-2.5390, 0.9737, -4.1986], [-0.9628, 0.5598, -4.7694], [-3.5324, -0.4266, -5.7805], [-2.4880, -0.0430, -8.2471], [-0.9467, -0.0551, -7.5185], [-0.8396, 1.9588, -8.5742], [-1.1320, 3.2237, -7.4198], [-2.3476, 2.7726, -8.7984], [-2.1615, -2.2235, -6.8377], [-0.9428, -1.8306, -5.7687], [-4.2027, -0.6047, -1.9511], [-3.4608, -0.0594, -2.2124], [-4.4050, -0.3233, -1.0588]],
  "lowdin_spin": [0.061, 0.021, 0.809, 0.015, 0.002, 0.003, 0.001, 0.003, 0.001, 0.000, 0.000, 0.000, 0.001, 0.000, 0.036, 0.000, 0.001, 0.000, 0.002, 0.000, 0.000, 0.000, 0.002, 0.001, 0.006, 0.000, 0.014, 0.000, 0.000, 0.004, 0.000, 0.000, 0.000, 0.000, 0.000, 0.000, 0.000, 0.000, 0.000, 0.000, 0.000, 0.000, 0.000, 0.000, 0.000, 0.000, 0.000, 0.000, 0.000, 0.000, 0.000, 0.000, 0.000, 0.000, 0.000, 0.000, 0.000, 0.000, 0.000, 0.000, 0.000, 0.000, 0.000, 0.000, 0.000, 0.000, 0.000, 0.000, 0.000, 0.002, 0.000, 0.000, 0.000, 0.000, 0.000, 0.000, 0.000, 0.000, 0.000, 0.000, 0.000, 0.000, 0.000, 0.000, 0.000, 0.000, 0.000, 0.000, 0.000, 0.000, 0.000, 0.000, 0.000, 0.000, 0.000, 0.000, 0.000, 0.000, 0.000, 0.000, 0.000, 0.000, 0.000, 0.000, 0.000, 0.000, 0.000, 0.000, 0.000, 0.000, 0.000, 0.000, 0.000, 0.000, 0.000, 0.000, 0.000, 0.000, 0.000, 0.000, 0.000, 0.000, 0.000, 0.000, 0.000, 0.000, 0.000, 0.000, 0.000, 0.000, 0.000, 0.000, 0.000, 0.000, 0.000, 0.000, 0.000, 0.000, 0.000, 0.000, 0.000, 0.000, 0.000, 0.000, 0.000, 0.000, 0.000, 0.000, 0.000, 0.001, 0.000, 0.000, 0.000, 0.000, 0.000, 0.000, 0.001, 0.000, 0.000, 0.000, 0.000, 0.000, 0.000, 0.000, 0.000, 0.000, 0.011, 0.001, 0.000]
}

***

Record 3
{
  "formula": "C18H19N3O2S",
  "method": "ωB97M-V/def2-TZVPD",
  "e_above_lowest_kcal_mol": 521.7,
  "orbital_gap_ev": 7.814,
  "spin_multiplicity": 1,
  "energy_ev": -38354.207,
  "lumo_ev": -0.53,
  "elements": ["C", "N", "C", "H", "H", "H", "C", "H", "C", "N", "C", "O", "C", "C", "C", "C", "C", "C", "H", "H", "S", "C", "C", "C", "C", "C", "C", "C", "O", "N", "H", "H", "H", "H", "H", "H", "H", "H", "H", "H", "H", "H", "H"],
  "coordinates": [[-5.8168, -0.5741, -1.3485], [-5.2562, -1.2430, -0.2325], [-6.1702, -0.9539, 0.8444], [-5.8933, -1.5914, 1.7258], [-6.4761, -0.1649, 0.9704], [-7.3425, -1.5752, 0.6522], [-4.1189, -1.0963, 0.2667], [-3.4441, -1.2266, -0.8893], [-3.7360, 0.5119, 0.3893], [-2.2251, 0.5936, 0.6826], [-1.5417, 1.5829, -0.1067], [-2.0262, 2.1347, -1.1515], [-0.0048, 1.1838, 0.1064], [0.6401, 0.3017, 0.6827], [1.9726, 0.2052, 0.8033], [2.6141, 1.3881, 0.9397], [2.0808, 2.4058, 0.4238], [0.6631, 2.4883, 0.1439], [0.2983, 3.5330, -0.3555], [2.5840, 3.5282, 0.4062], [4.3493, 1.5247, 1.2061], [4.9267, 0.4844, 0.2465], [5.9753, 0.9823, -0.7572], [6.4685, 0.0710, -1.5832], [6.1477, -1.1405, -2.0377], [5.3144, -1.7671, -0.8927], [4.6696, -1.1319, 0.0673], [3.7760, -1.4270, 1.0130], [3.8846, -2.7304, 1.6052], [2.6083, -0.9970, 1.4605], [1.9747, -1.4547, 1.8749], [4.9123, -2.8557, -1.0056], [6.6089, -1.9377, -2.5079], [7.2377, 0.2725, -2.4801], [6.2417, 1.8389, -0.7584], [0.1215, -0.5166, 0.7746], [-1.8206, 0.1420, 1.2857], [-4.2197, 0.7972, 1.6600], [-3.9681, 1.2100, -0.3111], [-3.8724, -1.5011, 1.0262], [-5.9411, 0.4301, -1.1477], [-6.9552, -0.9482, -1.4925], [-5.2411, -0.7772, -2.1992]],
  "nbo_charge": [-0.389, -0.462, -0.317, 0.204, 0.120, 0.145, -0.058, 0.128, -0.227, -0.594, 0.676, -0.603, -0.076, -0.270, 0.157, -0.218, -0.214, -0.159, 0.252, 0.228, 0.471, -0.259, -0.189, -0.178, -0.225, -0.099, -0.175, 0.608, -0.688, -0.508, 0.401, 0.236, 0.234, 0.210, 0.181, 0.206, 0.354, 0.137, 0.220, 0.156, 0.171, 0.204, 0.209]
}